Computed, not measured: a molecular structure, C11H23FI2O8P2S at a distorted geometry, with ωB97M-V with the def2-TZVPD basis set.

ORCA input file:
```
! RIJCOSX wB97M-V def2-TZVPD def2/J DEFGRID3
* xyz 0 1
C -2.7177 -0.8327 2.1853
P -2.0500 0.0078 0.6986
O -1.5581 1.4569 1.3229
C -0.5327 -0.9211 0.0785
C 0.1375 -2.0454 0.8367
P -0.8798 -3.5619 1.2764
O -0.9624 -3.3536 2.9071
I 0.6026 -5.4814 1.0325
O 1.1728 -2.4391 -0.1132
C 1.6859 -1.3075 -0.6522
O 2.7041 -1.2876 -1.2893
C 0.7264 -0.1373 -0.2863
I 1.7753 0.8453 1.3492
S 0.5524 1.1044 -1.5660
O -0.4585 0.7012 -2.4692
O 1.8176 1.4094 -2.1075
F 0.0458 2.3155 -0.7814
H -1.9906 -0.9144 2.9923
H -3.0718 -1.8262 1.9553
H -3.5052 -0.1893 2.5444
H -1.0704 1.3306 2.1445
H -0.8566 -1.3229 -0.8813
H 0.7318 -1.7570 1.7037
H -0.5157 -2.5399 3.1524
C -3.1881 -3.6064 -3.4705
C -3.9511 -2.4747 -2.7983
C -4.9929 -1.8768 -3.7309
O -3.0427 -1.4598 -2.3713
H -2.6554 -3.2382 -4.3514
H -2.4427 -4.0217 -2.7909
H -3.8593 -4.4078 -3.7822
H -4.4387 -2.8483 -1.8968
H -4.5146 -1.4562 -4.6193
H -5.5273 -1.0657 -3.2363
H -5.7165 -2.6280 -4.0503
H -2.5972 -1.1099 -3.1505
C 5.7167 3.9082 1.4251
C 4.2442 3.8705 1.7997
C 3.7661 5.2179 2.3173
O 4.0200 2.8605 2.7903
H 6.3283 4.1504 2.2988
H 6.0433 2.9344 1.0603
H 5.9087 4.6522 0.6516
H 3.6535 3.5829 0.9291
H 4.3178 5.5002 3.2182
H 2.7101 5.1724 2.5851
H 3.9021 5.9993 1.5694
H 4.5328 3.0908 3.5705
*
```

Lowest unoccupied orbital energy: -0.52 eV
Orbital gap: 8.40 eV